Here is an isolated ion of composition C9H7N2O3S and charge -1 in a non-equilibrium geometry from OMol25. Energies are from ωB97M-V with the def2-TZVPD basis set.

Results
**Total energy**: -1080.55955 a.u.
**Energy relative to the best compared isomer or geometry (same formula, charge and spin)**: 151.0 kJ/mol
**E_LUMO**: 3.40 eV

ORCA input file:
```
! RIJCOSX wB97M-V def2-TZVPD def2/J DEFGRID3
* xyz -1 1
C 2.26032 -2.43011 0.29527
C 3.06000 -1.38781 0.82613
C 0.87506 -2.16998 0.18113
C 2.46370 -0.23487 1.09708
C 0.33822 -0.92866 0.53024
C 1.10463 0.05829 1.06007
C -1.05827 -0.69343 0.14135
C -1.21620 0.73097 0.09251
C -0.45266 1.74789 0.61180
N -2.22097 0.51523 -2.31932
N -2.91138 2.75299 -1.02081
O -1.87206 -1.58852 -0.09834
O -0.71432 2.92856 0.59693
O 0.65852 1.28416 1.37102
S -2.79222 0.93512 -0.99152
H 2.57398 -3.40763 0.35400
H 4.12841 -1.60698 1.13872
H 0.28764 -2.93872 -0.09532
H 3.09724 0.60644 1.55875
H -2.70302 -0.21519 -2.76985
H -2.86731 3.08392 -1.96608
H -2.03932 2.95831 -0.59377
*
```


Here is C9H7N2O5PtS as an isolated structure in a non-equilibrium geometry from OMol25. Energies are from ωB97M-V with the def2-TZVPD basis set.

Results
**Total energy**: -1348.92982 a.u.
**Energy relative to the best compared isomer or geometry (same formula, charge and spin)**: 172.5 kJ/mol
**E_LUMO (alpha / beta)**: -11.70 / -15.72 eV

ORCA input file:
```
! RIJCOSX wB97M-V def2-TZVPD def2/J DEFGRID3
* xyz 3 5
O 0.70278 -4.71940 -0.71456
C 1.02904 -3.60147 -0.86490
Pt 1.35166 -1.71174 -1.13067
C 1.43442 -1.11238 0.86505
O 1.17527 -0.81301 1.94862
C 1.63671 -0.19505 -2.51468
O 2.14294 0.90551 -2.47532
C -0.65792 -1.28560 -1.25746
O -1.49111 -2.15674 -1.19151
C 3.33137 -2.04138 -1.14335
O 4.46342 -2.20278 -1.22060
H 1.28689 -1.29821 -2.95986
C -0.07401 2.90689 0.43299
N -1.00082 1.87422 0.90978
C -1.63944 1.81846 2.15507
C -2.45487 0.71639 2.15331
N -2.29687 0.10614 0.91471
C -1.43364 0.82806 0.14405
S -1.02666 0.49841 -1.49710
H 0.91259 2.45964 0.43006
H -0.31575 3.22115 -0.56896
H -0.04330 3.79287 1.07967
H -1.40762 2.52644 2.91064
H -2.94103 0.26616 2.98807
H -2.68405 -0.78258 0.60695
*
```


Here is C9H7N4OPdS2 as an isolated structure in a non-equilibrium geometry from OMol25. Energies are from ωB97M-V with the def2-TZVPD basis set.

Results
**Total energy**: -1565.77669 a.u.
**Energy relative to the best compared isomer or geometry (same formula, charge and spin)**: 118.8 kJ/mol
**E_LUMO**: 2.83 eV

ORCA input file:
```
! RIJCOSX wB97M-V def2-TZVPD def2/J DEFGRID3
* xyz -1 1
Pd 1.12924 -1.57748 0.18487
N 4.71137 0.85253 0.05220
C 3.45710 0.29089 0.14550
S 3.38532 -1.42801 0.32683
N 2.45320 1.08804 0.07615
N 1.22771 0.39992 0.17775
C 0.22090 1.15135 -0.06172
C -1.17541 0.80870 0.01406
C -2.11368 1.81301 -0.27275
C -3.46715 1.58848 -0.18303
C -3.89490 0.30847 0.21447
C -2.99672 -0.68887 0.49893
C -1.59473 -0.47618 0.39872
O -0.79013 -1.43703 0.69980
H 5.50703 0.28732 0.27571
H 4.77659 1.84893 0.14908
H 0.47132 2.17587 -0.32099
H -1.74448 2.79073 -0.56767
H -4.17844 2.37141 -0.40655
H -4.95660 0.10110 0.29613
H -3.32066 -1.67671 0.80295
S 0.84949 -2.94038 -2.21437
C 0.97399 -3.61224 -0.69318
N 1.06965 -4.03985 0.40713
*
```


Here is an isolated ion of composition C9H7PS2 and charge -2 in a non-equilibrium geometry from OMol25. Energies are from ωB97M-V with the def2-TZVPD basis set.

Results
**Total energy**: -1484.80362 a.u.
**Energy relative to the best compared isomer or geometry (same formula, charge and spin)**: 0.0 kJ/mol
**SMILES string**: Cp1c([S-])c([S-])c2ccccc21
**E_LUMO (alpha / beta)**: 5.87 / 5.87 eV

ORCA input file:
```
! RIJCOSX wB97M-V def2-TZVPD def2/J DEFGRID3
* xyz -2 1
C -0.54374 -2.66366 0.39717
P 0.66772 -1.44524 1.23683
C -0.52209 -0.54287 2.28533
S -1.20348 -1.10957 3.68221
C -1.01315 0.74933 1.49419
S -2.21520 1.76541 2.16057
C -0.25528 0.90820 0.35286
C -0.27002 2.01107 -0.55326
C 0.47014 2.06164 -1.70988
C 1.33794 1.04315 -1.99817
C 1.38507 -0.06140 -1.22253
C 0.60623 -0.17816 -0.09089
H -0.54717 -3.57447 0.99103
H -0.20691 -2.74893 -0.60811
H -1.53382 -2.27684 0.36675
H -1.04253 2.93058 -0.27450
H 0.73262 3.01101 -2.15339
H 2.04644 1.15086 -2.87849
H 2.10724 -1.03010 -1.47771
*
```


What did the third record say?
Here is C9H7N4OPdS2 as an isolated structure in a non-equilibrium geometry from OMol25. Energies are from ωB97M-V with the def2-TZVPD basis set.

Results
**Total energy**: -1565.77669 a.u.
**Energy relative to the best compared isomer or geometry (same formula, charge and spin)**: 118.8 kJ/mol
**E_LUMO**: 2.83 eV

ORCA input file:
```
! RIJCOSX wB97M-V def2-TZVPD def2/J DEFGRID3
* xyz -1 1
Pd 1.12924 -1.57748 0.18487
N 4.71137 0.85253 0.05220
C 3.45710 0.29089 0.14550
S 3.38532 -1.42801 0.32683
N 2.45320 1.08804 0.07615
N 1.22771 0.39992 0.17775
C 0.22090 1.15135 -0.06172
C -1.17541 0.80870 0.01406
C -2.11368 1.81301 -0.27275
C -3.46715 1.58848 -0.18303
C -3.89490 0.30847 0.21447
C -2.99672 -0.68887 0.49893
C -1.59473 -0.47618 0.39872
O -0.79013 -1.43703 0.69980
H 5.50703 0.28732 0.27571
H 4.77659 1.84893 0.14908
H 0.47132 2.17587 -0.32099
H -1.74448 2.79073 -0.56767
H -4.17844 2.37141 -0.40655
H -4.95660 0.10110 0.29613
H -3.32066 -1.67671 0.80295
S 0.84949 -2.94038 -2.21437
C 0.97399 -3.61224 -0.69318
N 1.06965 -4.03985 0.40713
*
```


Q: Which of these has the highest total energy?
A: C9H7N2O3S


Q: Among the records above, which one has the lowest energy relative to the best compared isomer or geometry (same formula, charge and spin)?
A: C9H7PS2


Please write out number 2 again, unchanged.
Here is C9H7N2O5PtS as an isolated structure in a non-equilibrium geometry from OMol25. Energies are from ωB97M-V with the def2-TZVPD basis set.

Results
**Total energy**: -1348.92982 a.u.
**Energy relative to the best compared isomer or geometry (same formula, charge and spin)**: 172.5 kJ/mol
**E_LUMO (alpha / beta)**: -11.70 / -15.72 eV

ORCA input file:
```
! RIJCOSX wB97M-V def2-TZVPD def2/J DEFGRID3
* xyz 3 5
O 0.70278 -4.71940 -0.71456
C 1.02904 -3.60147 -0.86490
Pt 1.35166 -1.71174 -1.13067
C 1.43442 -1.11238 0.86505
O 1.17527 -0.81301 1.94862
C 1.63671 -0.19505 -2.51468
O 2.14294 0.90551 -2.47532
C -0.65792 -1.28560 -1.25746
O -1.49111 -2.15674 -1.19151
C 3.33137 -2.04138 -1.14335
O 4.46342 -2.20278 -1.22060
H 1.28689 -1.29821 -2.95986
C -0.07401 2.90689 0.43299
N -1.00082 1.87422 0.90978
C -1.63944 1.81846 2.15507
C -2.45487 0.71639 2.15331
N -2.29687 0.10614 0.91471
C -1.43364 0.82806 0.14405
S -1.02666 0.49841 -1.49710
H 0.91259 2.45964 0.43006
H -0.31575 3.22115 -0.56896
H -0.04330 3.79287 1.07967
H -1.40762 2.52644 2.91064
H -2.94103 0.26616 2.98807
H -2.68405 -0.78258 0.60695
*
```